[1]
ORCA calculation (ωB97M-V/def2-TZVPD) on a molecular structure, C17H34AlN3O2PS.

The geometry in XYZ format:
```
59
Properties=species:S:1:pos:R:3
O 5.20 1.54 3.61
C 5.13 1.76 2.44
O 4.20 2.54 1.90
C 4.14 2.56 0.46
C 2.71 2.64 -0.09
C 1.55 2.64 0.93
C 0.56 1.47 0.67
Al 1.06 -0.08 1.91
P 2.95 -1.13 0.84
S 2.54 -3.01 0.31
H 5.86 1.32 1.74
H 4.71 3.42 0.13
H 4.63 1.67 0.06
H 2.56 1.80 -0.76
H 2.64 3.53 -0.71
H 1.88 2.63 1.96
H 1.00 3.57 0.80
H 0.61 1.15 -0.37
H -0.46 1.76 0.87
H -0.14 -1.12 2.10
H 1.54 0.59 3.30
H 4.11 -1.10 1.65
H 3.34 -0.40 -0.31
C 0.68 -2.97 -4.67
C 0.91 -4.26 -3.90
C -0.40 -4.87 -3.37
C -1.04 -3.99 -2.40
N -1.48 -3.28 -1.61
H 0.25 -2.20 -4.03
H 1.63 -2.58 -5.05
H 0.02 -3.12 -5.52
H 1.58 -4.08 -3.06
H 1.39 -5.00 -4.55
H -0.19 -5.83 -2.89
H -1.09 -5.07 -4.19
C -2.37 -3.13 2.26
C -3.27 -2.23 3.08
C -3.51 -2.74 4.51
C -4.23 -4.02 4.54
N -4.81 -5.01 4.57
H -2.80 -4.13 2.12
H -2.19 -2.70 1.28
H -1.40 -3.25 2.75
H -4.23 -2.10 2.58
H -2.82 -1.24 3.15
H -4.09 -2.01 5.08
H -2.56 -2.86 5.02
C -3.03 3.61 -2.39
C -2.49 4.99 -2.07
C -1.23 4.95 -1.20
C -1.49 4.36 0.11
N -1.71 3.85 1.12
H -3.33 3.07 -1.49
H -3.91 3.68 -3.04
H -2.28 3.01 -2.91
H -3.26 5.58 -1.56
H -2.25 5.52 -2.99
H -0.84 5.95 -1.05
H -0.45 4.36 -1.69
```

The max |F| is 1.14 eV/Å. The LUMO energy is 2.4 eV. Its spin multiplicity is 1. Its gap between HOMO and LUMO is 0.243 Eh. As for the charge: -1. The HOMO energy comes out at -4.2 eV.

[2]
ORCA calculation (ωB97M-V/def2-TZVPD) on C21H27N3O2S in the gas phase.

The geometry in XYZ format:
```
54
Properties=species:S:1:pos:R:3
C -1.28 -5.07 -0.04
C -0.19 -4.05 0.05
C -0.37 -2.89 0.79
C 0.61 -1.93 0.87
C 1.81 -2.11 0.18
C 2.02 -3.28 -0.54
C 1.03 -4.24 -0.59
H 1.20 -5.15 -1.16
H 2.97 -3.42 -1.03
N 2.82 -1.14 0.22
C 2.68 0.22 0.15
C 3.96 0.75 0.19
C 4.80 -0.38 0.29
N 4.12 -1.51 0.29
C 6.25 -0.12 0.33
H 6.82 -0.74 -0.35
H 6.66 -0.19 1.34
S 6.42 1.67 -0.21
O 6.57 1.64 -1.67
C 4.62 2.06 0.11
H 4.27 2.68 -0.71
H 4.55 2.63 1.04
N 1.44 0.81 -0.03
C 1.11 2.09 0.35
O 1.88 2.84 0.90
C -0.34 2.41 0.03
H -0.45 3.49 0.01
H -0.58 2.02 -0.96
C -1.25 1.79 1.09
H -1.25 2.44 1.97
H -0.85 0.83 1.41
C -2.70 1.56 0.64
C -3.36 2.84 0.11
C -4.83 2.58 -0.23
C -4.95 1.46 -1.25
C -4.28 0.18 -0.74
C -2.81 0.45 -0.40
H -2.35 -0.46 -0.02
H -2.29 0.74 -1.32
H -4.35 -0.61 -1.49
H -4.80 -0.16 0.16
H -6.00 1.26 -1.47
H -4.47 1.76 -2.19
H -5.28 3.49 -0.62
H -5.36 2.29 0.68
H -3.29 3.63 0.86
H -2.84 3.17 -0.79
H -3.26 1.24 1.53
H 0.72 0.22 -0.42
H 0.47 -1.06 1.50
H -1.30 -2.75 1.33
H -1.77 -5.21 0.92
H -2.04 -4.75 -0.76
H -0.89 -6.03 -0.37
```

The max |F| is 1.26 eV/Å. The LUMO energy is 0.6 eV. The calculation puts the energy relative to the best compared isomer or geometry (same formula, charge and spin) at 187.3 kJ/mol. Its spin multiplicity is 1. Its gap between HOMO and LUMO is 0.337 Eh. The HOMO energy comes out at -8.6 eV.

[3]
ORCA calculation (ωB97M-V/def2-TZVPD) on a gas-phase ion, C7H15N2 (charge +1).

The geometry in XYZ format:
```
24
Properties=species:S:1:pos:R:3
C -0.18 0.95 -0.49
C -0.11 1.52 -1.65
C -1.28 -0.33 1.10
C 0.95 -0.48 -0.11
C 1.18 -1.37 -1.28
C 2.07 -0.14 0.85
C -1.88 2.14 1.00
N -1.07 1.03 0.56
N -0.21 -1.20 0.71
H -0.81 2.40 -1.98
H 0.66 1.32 -2.38
H -1.33 -0.11 2.15
H -2.34 -0.68 0.77
H 0.29 -1.71 -1.86
H 1.79 -2.20 -0.89
H 1.79 -1.08 -2.16
H 1.60 0.09 1.91
H 2.58 0.84 0.59
H 2.81 -0.86 1.06
H -2.97 1.88 0.69
H -1.77 2.34 2.11
H -1.67 3.12 0.42
H 0.15 -1.93 1.38
H -0.47 -1.94 0.05
```

The max |F| is 4.59 eV/Å. The LUMO energy is -3.2 eV. The calculation puts the energy relative to the best compared isomer or geometry (same formula, charge and spin) at 331.5 kJ/mol. Its spin multiplicity is 1. Its gap between HOMO and LUMO is 0.326 Eh. As for the charge: +1. The HOMO energy comes out at -12.0 eV.

[4]
ORCA calculation (ωB97M-V/def2-TZVPD) on a molecular structure, C22H25IIrN9OPS3.

The geometry in XYZ format:
```
63
Properties=species:S:1:pos:R:3
Ir 0.22 0.27 -0.57
C 1.46 -0.88 4.67
N 1.06 -0.08 3.51
C 0.88 1.28 3.52
C 0.54 1.64 2.25
N 0.50 0.51 1.47
C 0.83 -0.52 2.26
P 1.10 -2.23 1.72
C 2.23 -1.78 0.37
N 1.98 -0.83 -0.52
C 3.04 -0.80 -1.39
C 3.94 -1.75 -1.01
N 3.42 -2.36 0.10
C 4.05 -3.46 0.83
C -0.41 -2.34 0.71
N -0.79 -1.44 -0.18
C -1.97 -1.86 -0.73
C -2.31 -3.05 -0.14
N -1.32 -3.34 0.76
C -1.27 -4.53 1.61
H 1.58 -0.22 5.52
H 0.69 -1.62 4.90
H 2.41 -1.38 4.47
H 1.00 1.87 4.41
H 0.29 2.61 1.89
H 3.08 -0.09 -2.21
H 4.89 -2.03 -1.42
H 5.01 -3.67 0.37
H 4.21 -3.18 1.87
H 3.43 -4.35 0.77
H -2.50 -1.29 -1.47
H -3.16 -3.69 -0.28
H -2.20 -5.08 1.48
H -0.44 -5.17 1.32
H -1.18 -4.24 2.65
S 5.54 3.06 -2.58
C 3.92 2.93 -2.25
S 3.11 2.44 -3.62
S 3.30 3.34 -0.68
N 0.34 0.35 -4.78
C -0.15 0.58 -3.57
O 0.22 -0.15 -2.62
C -1.15 1.69 -3.41
I 0.97 2.79 -0.94
H 1.02 -0.38 -4.91
H 0.03 0.87 -5.58
H -1.78 1.72 -4.30
H -0.63 2.65 -3.35
N -3.04 2.53 -2.11
C -2.07 1.46 -2.21
N -1.44 1.45 -0.89
C -2.37 2.04 -0.01
C -2.49 2.00 1.36
C -3.52 2.73 1.97
C -4.42 3.45 1.22
C -4.34 3.45 -0.17
C -3.33 2.74 -0.76
H -3.70 2.72 -2.84
H -2.56 0.49 -2.42
H -1.84 1.39 1.97
H -3.61 2.70 3.05
H -5.21 4.01 1.71
H -5.07 3.99 -0.77
```

The max |F| is 0.62 eV/Å. The LUMO energy (spin up / spin down) is -5.9 / -6.9 eV. The calculation puts the energy relative to the best compared isomer or geometry (same formula, charge and spin) at 204.6 kJ/mol. Its spin multiplicity is 2. Its gap between HOMO and LUMO (spin up / spin down) is 0.209 / 0.169 Eh. As for the charge: +2. The HOMO energy (spin up / spin down) comes out at -11.5 / -11.5 eV.

- max |F| of number 2 (C21H27N3O2S)?
  1.26 eV/Å

- Which value of max |F| does entry 4 give?
  0.62 eV/Å